1.
Here is a structure of composition C35H58ClN15O5PSSc from the Open Molecules 2025 dataset. Energies are from ωB97M-V/def2-TZVPD.

Output
Total charge = +2
Energy above the lowest of the compared OMol25 structures with the same formula, charge and spin = 223.6 kJ/mol
Lowest unoccupied orbital energy = -6.589 eV
HOMO = -11.6 eV

Each line ends with the Mulliken charge.
Cartesian coordinates (Å):
Sc1 1.85 -0.23 1.25  -0.92
N1 -0.75 -5.16 1.64  -0.45
C1 0.27 -4.27 1.52  0.49
S1 1.79 -4.89 1.98  -0.46
N2 -0.04 -3.12 0.90  -1.72
N3 1.01 -2.33 0.41  1.73
C2 1.00 -2.26 -0.95  -1.58
C3 1.63 -1.22 -1.66  1.25
C4 1.56 -1.21 -3.06  -1.01
C5 2.42 -0.41 -3.81  -0.64
C6 3.21 0.48 -3.14  -1.24
C7 3.09 0.58 -1.77  -0.70
N4 2.36 -0.23 -1.03  2.11
H1 -0.49 -6.02 2.07  0.19
H2 -1.71 -4.94 1.50  0.20
H3 0.49 -2.94 -1.60  0.42
H4 0.84 -1.85 -3.62  0.53
H5 2.46 -0.51 -4.87  0.55
H6 3.92 1.12 -3.73  0.43
H7 3.59 1.38 -1.21  0.48
C8 -1.31 -0.38 4.45  -1.41
C9 -0.01 -0.17 3.73  0.25
N5 0.13 -0.54 2.46  0.92
O1 -1.15 -0.91 1.91  -0.63
C10 1.24 0.27 4.30  0.05
C11 1.29 0.73 5.73  -1.93
N6 2.20 0.38 3.40  1.31
O2 3.47 0.89 3.90  -0.53
H8 -1.67 -1.37 4.17  0.33
H9 -2.13 0.15 3.93  0.31
H10 -1.17 -0.24 5.51  0.47
H11 -0.96 -1.77 1.48  0.50
H12 0.81 -0.02 6.36  0.62
H13 0.73 1.70 5.79  0.33
H14 2.34 0.81 6.11  0.34
N7 0.13 5.01 0.20  -0.09
C12 1.33 4.18 -0.09  -0.72
P1 1.77 3.27 1.36  0.82
O3 0.60 3.48 2.33  -1.07
O4 2.19 1.84 1.02  -0.58
C13 3.27 4.06 2.16  -0.76
N8 3.25 3.62 3.56  -0.55
H15 -0.01 4.96 1.21  0.34
H16 -0.71 4.77 -0.40  0.21
H17 0.29 5.98 -0.10  0.44
H18 2.22 4.81 -0.35  0.52
H19 1.13 3.48 -0.89  0.10
H20 3.17 5.18 2.15  0.50
H21 4.20 3.83 1.72  0.35
H22 3.41 1.93 3.71  0.34
H23 2.28 3.65 3.90  0.22
H24 3.78 4.27 4.18  0.29
C14 3.90 -2.59 0.56  -0.72
N9 3.88 -1.43 1.51  3.26
C15 4.03 -2.03 2.85  -0.97
N10 5.35 -2.65 3.06  -0.12
C16 5.46 -3.79 2.02  -0.61
N11 5.17 -3.31 0.64  0.16
C17 6.23 -2.37 0.30  -0.54
N12 6.29 -1.24 1.28  0.17
C18 4.99 -0.55 1.19  -1.00
C19 6.44 -1.67 2.62  -0.62
H25 3.75 -2.38 -0.46  -0.24
H26 3.14 -3.32 0.88  -0.34
H27 3.29 -2.81 2.93  0.36
H28 3.94 -1.34 3.69  0.08
H29 4.73 -4.58 2.29  0.26
H30 6.50 -4.14 2.05  0.40
H31 6.01 -1.91 -0.70  0.29
H32 7.20 -2.89 0.29  0.36
H33 4.87 -0.20 0.15  0.19
H34 4.89 0.30 1.85  0.09
H35 6.51 -0.79 3.31  0.29
H36 7.43 -2.12 2.87  0.30
C20 -5.14 3.67 -1.48  -1.55
C21 -5.47 2.32 -2.09  1.63
C22 -6.89 2.38 -2.74  -1.60
C23 -5.51 1.32 -0.91  -1.40
C24 -4.42 1.84 -3.13  1.94
O5 -4.82 2.60 -4.32  -0.65
C25 -4.49 0.36 -3.54  -1.60
C26 -3.49 -0.54 -2.87  1.30
C27 -3.80 -2.00 -2.99  -0.55
C28 -3.49 -2.69 -4.20  -0.39
C29 -4.01 -3.96 -4.46  -0.77
C30 -4.85 -4.59 -3.55  0.26
Cl1 -5.68 -6.13 -3.80  -0.18
C31 -5.07 -3.94 -2.31  -0.55
C32 -4.54 -2.72 -2.02  -0.38
C33 -2.90 2.28 -2.90  -2.32
N13 -2.00 1.93 -1.74  0.95
C34 -0.83 1.16 -1.74  -0.18
N14 -0.33 1.07 -0.51  0.84
C35 -1.18 1.85 0.23  -1.64
N15 -2.16 2.42 -0.46  -0.42
H37 -6.04 4.08 -0.90  0.41
H38 -4.85 4.50 -2.19  0.31
H39 -4.35 3.63 -0.72  0.26
H40 -7.69 2.57 -1.95  0.38
H41 -7.09 1.42 -3.24  0.36
H42 -7.01 3.15 -3.53  0.36
H43 -6.10 1.83 -0.11  0.54
H44 -4.52 1.04 -0.53  0.04
H45 -6.10 0.42 -1.11  0.27
H46 -4.22 2.54 -5.10  0.47
H47 -4.50 0.28 -4.67  0.16
H48 -5.50 0.08 -3.30  0.53
H49 -3.31 -0.23 -1.81  -0.02
H50 -2.54 -0.45 -3.35  0.17
H51 -2.86 -2.23 -4.94  0.45
H52 -3.72 -4.60 -5.28  0.38
H53 -5.78 -4.40 -1.59  0.34
H54 -4.72 -2.20 -1.06  0.33
H55 -2.86 3.39 -2.87  0.37
H56 -2.31 1.92 -3.83  0.38
H57 -0.42 0.61 -2.63  0.20
H58 -1.06 2.01 1.32  0.55



2.
Here is a structure of composition C6H6Cl18Cr2O8S2 from the Open Molecules 2025 dataset. Energies are from ωB97M-V/def2-TZVPD.

Output
Spin multiplicity = 9
Total charge = 0
Expectation value of S² = 20.024
Energy above the lowest of the compared OMol25 structures with the same formula, charge and spin = 38.7 kJ/mol
Lowest unoccupied orbital energy (alpha / beta) = -2.627 / -2.657 eV
HOMO (alpha / beta) = -9.8 / -10.8 eV

Each line ends with the Löwdin spin population.
Cartesian coordinates (Å):
Cr1 -1.00 -0.44 -2.40  3.85
Cr2 -0.53 3.64 -1.23  3.87
S1 -1.71 1.76 -3.76  0.02
O1 -1.27 2.86 -2.78  0.05
O2 -0.52 0.84 -3.98  0.03
O3 -2.61 0.80 -3.02  0.03
O4 -2.29 2.28 -4.94  -0.01
S2 0.20 0.53 -0.24  0.02
O5 0.24 2.01 -0.46  0.03
O6 0.77 -0.22 -1.42  0.03
O7 0.81 0.14 1.00  0.00
O8 -1.25 0.10 -0.39  0.03
C1 3.24 0.70 -3.82  0.00
Cl1 2.53 2.29 -3.88  0.00
Cl2 5.01 0.88 -3.87  0.00
Cl3 2.66 -0.28 -5.17  0.00
H1 2.96 0.23 -2.89  0.00
C2 3.39 -2.20 0.37  0.00
Cl4 2.22 -3.35 0.96  0.00
Cl5 4.01 -2.70 -1.18  0.00
Cl6 4.69 -1.99 1.53  0.00
H2 2.88 -1.25 0.26  0.00
C3 -1.11 1.77 2.87  0.00
Cl7 -2.46 1.36 3.89  0.00
Cl8 0.18 2.51 3.77  0.00
Cl9 -1.68 2.91 1.60  0.01
H3 -0.77 0.87 2.39  0.00
C4 -1.19 -2.79 1.37  0.00
Cl10 -0.85 -3.27 -0.30  0.01
Cl11 -0.90 -4.15 2.45  0.00
Cl12 -2.87 -2.27 1.53  0.00
H4 -0.54 -1.98 1.65  0.00
C5 1.95 -0.95 3.73  0.00
Cl13 2.77 0.28 4.69  0.00
Cl14 0.21 -0.99 4.05  0.00
Cl15 2.66 -2.52 4.09  0.00
H5 2.07 -0.72 2.69  0.00
C6 -4.29 0.61 0.20  0.00
Cl16 -4.14 2.16 -0.66  0.00
Cl17 -5.08 -0.57 -0.83  0.00
Cl18 -5.10 0.85 1.73  0.00
H6 -3.28 0.26 0.40  0.00



3.
Here is a cluster of 2 separate species, C22H18F3N2 in total from the Open Molecules 2025 dataset. Energies are from ωB97M-V/def2-TZVPD.

Output
Total charge = +1
Energy above the lowest of the compared OMol25 structures with the same formula, charge and spin = 1.1 kJ/mol
Lowest unoccupied orbital energy = -5.875 eV
HOMO = -11.0 eV

Each line ends with the natural charge from an NBO analysis.
Cartesian coordinates (Å):
F1 4.38 1.06 2.33  -0.31
C1 4.17 -0.07 3.03  0.97
F2 4.80 -1.11 2.44  -0.31
F3 4.59 0.07 4.30  -0.30
C2 2.68 -0.35 3.05  -0.03
C3 2.20 -1.64 2.89  -0.20
C4 0.86 -1.88 2.87  -0.10
C5 -0.08 -0.84 3.01  -0.09
C6 -1.46 -1.18 2.97  0.20
C7 -2.65 -0.41 2.98  -0.21
C8 -3.88 -1.10 3.13  -0.07
C9 -5.08 -0.43 3.16  -0.23
C10 -5.11 0.94 3.03  -0.08
C11 -3.93 1.65 2.85  -0.24
C12 -2.73 0.99 2.82  -0.03
C13 0.43 0.46 3.22  -0.13
C14 1.79 0.69 3.23  -0.19
H1 2.92 -2.44 2.78  0.25
H2 0.50 -2.90 2.76  0.23
H3 -1.63 -2.24 2.92  0.22
H4 -3.86 -2.17 3.23  0.23
H5 -5.99 -0.99 3.28  0.24
H6 -6.05 1.46 3.05  0.24
H7 -3.97 2.72 2.73  0.24
H8 -1.85 1.55 2.61  0.21
H9 -0.22 1.28 3.44  0.22
H10 2.18 1.68 3.38  0.25
C15 0.04 -0.37 -3.40  -0.41
N1 -0.85 -0.81 -2.33  -0.35
C16 -0.55 -0.89 -0.98  0.21
N2 -1.56 -1.30 -0.26  -0.52
C17 -2.60 -1.50 -1.13  0.15
C18 -2.18 -1.20 -2.45  0.09
C19 -3.07 -1.33 -3.52  -0.22
C20 -4.35 -1.75 -3.26  -0.20
C21 -4.77 -2.05 -1.96  -0.22
C22 -3.91 -1.93 -0.89  -0.23
H11 -0.45 -0.42 -4.37  0.23
H12 0.35 0.66 -3.24  0.21
H13 0.93 -0.99 -3.44  0.22
H14 0.41 -0.66 -0.56  0.20
H15 -2.75 -1.09 -4.52  0.22
H16 -5.05 -1.85 -4.07  0.22
H17 -5.78 -2.37 -1.79  0.22
H18 -4.23 -2.15 0.11  0.21



4.
Here is the molecule C5H7N from the Open Molecules 2025 dataset. Energies are from ωB97M-V/def2-TZVPD.

Output
SMILES = Cc1ccc[nH]1
Total charge = 0
Energy above the lowest of the compared OMol25 structures with the same formula, charge and spin = 15.4 kJ/mol
Lowest unoccupied orbital energy = 1.070 eV
HOMO = -8.0 eV

Each line ends with the natural charge from an NBO analysis.
Cartesian coordinates (Å):
C1 1.94 0.00 -0.06  -0.64
C2 0.43 -0.01 -0.05  0.13
C3 -0.36 1.07 0.21  -0.31
C4 -1.71 0.64 0.17  -0.29
C5 -1.71 -0.71 -0.10  -0.09
N1 -0.39 -1.10 -0.24  -0.51
H1 2.35 -0.16 0.95  0.22
H2 2.42 -0.71 -0.75  0.21
H3 2.23 1.01 -0.37  0.23
H4 0.01 2.05 0.47  0.22
H5 -2.58 1.26 0.35  0.22
H6 -2.59 -1.34 -0.06  0.21
H7 -0.03 -2.00 -0.53  0.41



5.
Here is a cluster of 14 separate species, C26H83N19O14 in total from the Open Molecules 2025 dataset. Energies are from ωB97M-V/def2-TZVPD.

Output
Total charge = 0
Lowest unoccupied orbital energy = -0.168 eV
HOMO = -9.3 eV

Each line ends with the Mulliken charge.
Cartesian coordinates (Å):
C1 -17.42 27.62 12.86  -0.94
C2 -18.84 27.71 12.26  -0.22
O1 -18.74 27.57 10.88  -0.52
H1 -17.00 28.63 12.79  0.30
H2 -16.78 26.97 12.26  0.29
H3 -17.60 27.29 13.88  0.30
H4 -19.37 28.65 12.47  0.21
H5 -19.59 26.99 12.59  0.29
H6 -18.16 28.27 10.57  0.30
C3 -21.89 26.95 -2.41  -1.17
C4 -23.39 27.14 -2.55  -0.03
O2 -23.94 26.86 -1.23  -0.52
H7 -21.49 26.06 -1.94  0.34
H8 -21.29 27.70 -1.89  0.29
H9 -21.42 26.85 -3.39  0.34
H10 -23.76 26.53 -3.37  0.23
H11 -23.64 28.18 -2.77  0.24
H12 -24.82 27.23 -1.17  0.28
C5 -18.21 37.60 -0.64  -1.09
C6 -17.66 38.33 -1.86  -0.18
O3 -16.72 39.30 -1.35  -0.50
H13 -18.92 36.80 -0.87  0.34
H14 -18.70 38.29 0.04  0.29
H15 -17.36 37.19 -0.11  0.28
H16 -18.52 38.89 -2.23  0.21
H17 -17.16 37.69 -2.58  0.34
H18 -16.25 39.45 -2.17  0.30
C7 -19.25 25.85 2.85  0.67
O4 -18.56 25.75 1.91  -0.64
N1 -20.50 26.23 2.79  -0.32
N2 -18.99 25.42 4.04  -0.38
H19 -21.04 26.29 3.64  0.14
H20 -21.01 26.27 1.92  0.18
H21 -19.58 25.69 4.81  0.16
H22 -18.10 24.98 4.23  0.20
C8 -22.39 23.63 7.63  0.67
O5 -22.76 24.57 6.96  -0.68
N3 -21.45 23.73 8.49  -0.31
N4 -22.97 22.50 7.53  -0.35
H23 -21.27 22.90 9.04  0.12
H24 -20.80 24.47 8.71  0.20
H25 -22.55 21.85 8.17  0.14
H26 -23.68 22.26 6.85  0.22
C9 -20.20 32.79 -5.22  0.64
O6 -19.79 31.92 -4.52  -0.64
N5 -21.13 33.57 -4.73  -0.39
N6 -19.98 32.90 -6.48  -0.42
H27 -21.26 33.41 -3.74  0.21
H28 -21.52 34.37 -5.20  0.16
H29 -19.33 32.24 -6.89  0.24
H30 -20.10 33.82 -6.88  0.20
C10 -24.58 37.52 -1.98  0.62
O7 -24.16 37.95 -0.92  -0.66
N7 -24.82 36.27 -2.26  -0.44
N8 -24.90 38.23 -2.99  -0.38
H31 -24.55 35.66 -1.50  0.24
H32 -25.54 36.03 -2.93  0.20
H33 -25.35 37.73 -3.74  0.18
H34 -25.12 39.20 -2.79  0.24
C11 -16.63 30.89 -0.23  0.58
O8 -16.00 30.80 0.82  -0.65
N9 -16.72 32.01 -0.97  -0.32
N10 -17.14 29.92 -0.87  -0.37
H35 -16.54 32.94 -0.65  0.21
H36 -17.34 31.84 -1.75  0.12
H37 -17.45 29.09 -0.38  0.26
H38 -17.82 30.21 -1.56  0.17
C12 -25.09 40.46 4.05  0.61
O9 -25.53 40.91 5.05  -0.63
N11 -25.65 39.43 3.47  -0.36
N12 -24.14 40.95 3.31  -0.40
H39 -25.36 39.28 2.52  0.12
H40 -26.53 39.02 3.75  0.23
H41 -23.83 40.37 2.55  0.19
H42 -23.54 41.52 3.89  0.25
C13 -15.90 30.70 6.78  0.63
O10 -16.14 30.51 7.94  -0.66
N13 -16.29 31.65 6.06  -0.39
N14 -15.27 29.83 6.04  -0.45
H43 -15.75 31.93 5.25  0.22
H44 -16.84 32.40 6.46  0.22
H45 -15.47 29.88 5.05  0.20
H46 -15.01 28.95 6.45  0.23
C14 -27.36 29.38 6.77  0.65
O11 -28.47 29.60 7.21  -0.68
N15 -26.32 30.04 7.17  -0.40
N16 -26.94 28.52 5.99  -0.35
H47 -26.49 30.57 8.02  0.20
H48 -25.50 30.02 6.59  0.18
H49 -27.64 27.84 5.73  0.23
H50 -25.97 28.26 5.96  0.18
C15 -18.38 34.99 15.09  -1.47
C16 -19.90 34.87 14.74  0.45
C17 -20.18 33.89 13.53  -0.53
O12 -20.32 34.63 12.38  -0.34
C18 -20.43 33.83 11.21  -0.70
N17 -20.45 34.35 15.99  -0.74
H51 -18.07 35.43 16.04  0.39
H52 -17.82 35.46 14.27  0.34
H53 -17.93 34.00 15.18  0.35
H54 -20.36 35.82 14.49  0.28
H55 -21.11 33.39 13.80  0.29
H56 -19.45 33.12 13.28  0.30
H57 -21.31 33.23 11.44  0.31
H58 -19.58 33.17 11.03  0.28
H59 -20.51 34.43 10.30  0.25
H60 -20.12 33.44 16.28  0.25
H61 -21.42 34.20 15.73  0.27
C19 -30.00 30.98 -0.83  -1.41
C20 -29.20 29.68 -0.63  0.44
C21 -29.86 28.33 -0.98  -0.82
O13 -28.95 27.15 -0.88  -0.31
C22 -29.06 26.27 -1.98  -0.65
N18 -28.02 29.83 -1.43  -0.59
H62 -29.44 31.85 -0.50  0.41
H63 -30.85 30.98 -0.14  0.35
H64 -30.49 31.08 -1.80  0.34
H65 -28.77 29.72 0.37  0.24
H66 -30.18 28.58 -2.00  0.36
H67 -30.74 27.97 -0.46  0.39
H68 -30.05 25.81 -1.93  0.29
H69 -28.29 25.49 -1.96  0.25
H70 -28.91 26.84 -2.90  0.27
H71 -28.25 29.72 -2.41  0.23
H72 -27.65 30.76 -1.36  0.23
C23 -23.79 32.85 3.11  -1.32
C24 -22.32 32.73 2.71  0.21
C25 -21.59 31.88 3.75  -0.75
O14 -22.26 30.76 4.34  -0.27
C26 -21.62 30.21 5.56  -0.67
N19 -22.38 32.06 1.39  -0.72
H73 -24.01 33.06 4.16  0.35
H74 -24.37 31.93 3.03  0.32
H75 -24.23 33.65 2.52  0.30
H76 -21.96 33.75 2.70  0.39
H77 -21.32 32.64 4.48  0.42
H78 -20.64 31.62 3.30  0.37
H79 -22.38 29.66 6.11  0.21
H80 -21.42 31.10 6.16  0.33
H81 -20.69 29.68 5.36  0.27
H82 -22.82 31.17 1.60  0.31
H83 -21.42 31.89 1.12  0.24



6.
Here is a structure of composition C30H39FeN3O from the Open Molecules 2025 dataset. Energies are from ωB97M-V/def2-TZVPD.

Output
Spin multiplicity = 5
Total charge = -2
Expectation value of S² = 6.037
Energy above the lowest of the compared OMol25 structures with the same formula, charge and spin = 0.0 kJ/mol
Lowest unoccupied orbital energy (alpha / beta) = 4.564 / 4.477 eV
HOMO (alpha / beta) = 2.4 / -2.5 eV

Each line ends with the Löwdin spin population.
Cartesian coordinates (Å):
Fe1 -0.58 0.55 0.54  1.86
N1 0.31 1.98 3.85  0.09
N2 1.54 1.43 0.46  0.04
C1 -2.13 0.05 -0.77  0.00
C2 -2.12 1.46 -0.39  0.02
C3 -2.32 1.52 1.05  0.00
C4 -2.43 2.74 1.91  0.00
H1 -2.12 3.63 1.35  0.00
H2 -1.77 2.65 2.79  0.00
H3 -3.46 2.90 2.27  0.00
C5 -2.45 0.17 1.54  0.01
C6 -2.82 -0.20 2.94  0.01
H4 -3.91 -0.13 3.10  0.00
H5 -2.33 0.47 3.67  0.00
H6 -2.52 -1.23 3.19  0.00
C7 -2.34 -0.73 0.42  0.02
C8 -2.60 -2.20 0.46  0.01
H7 -2.28 -2.66 1.40  0.00
H8 -2.07 -2.72 -0.36  0.00
H9 -3.67 -2.41 0.33  0.00
C9 -1.93 2.62 -1.31  0.02
H10 -2.89 3.06 -1.64  0.01
H11 -1.38 2.30 -2.20  0.00
H12 -1.36 3.42 -0.81  0.00
C10 -2.02 -0.51 -2.15  0.02
H13 -1.62 -1.53 -2.13  0.01
H14 -1.35 0.10 -2.77  0.00
H15 -3.01 -0.54 -2.64  0.01
C11 0.64 1.74 5.13  0.12
H16 -0.06 2.12 5.88  0.02
C12 1.78 1.00 5.51  0.12
H17 1.96 0.79 6.56  0.04
C13 2.63 0.54 4.52  0.23
H18 3.52 -0.06 4.76  0.07
C14 2.33 0.82 3.18  0.09
H19 3.02 0.55 2.38  0.02
C15 1.12 1.50 2.90  0.02
C16 0.64 1.80 1.53  -0.02
H20 0.27 2.83 1.46  0.00
C17 0.98 0.52 -0.45  0.00
C18 2.68 2.01 -0.04  0.02
H21 3.28 2.71 0.51  0.02
C19 2.87 1.46 -1.26  0.03
H22 3.64 1.61 -1.97  0.01
N3 1.82 0.59 -1.50  0.01
C20 1.54 -0.11 -2.73  0.01
C21 1.28 0.62 -3.90  0.01
C22 0.92 -0.10 -5.04  0.11
H23 0.70 0.44 -5.96  0.06
C23 0.83 -1.50 -5.04  0.02
C24 0.50 -2.26 -6.29  0.32
H24 -0.13 -3.12 -6.07  0.05
H25 1.42 -2.64 -6.76  0.05
H26 -0.01 -1.62 -7.02  0.07
C25 1.06 -2.18 -3.85  0.05
H27 0.98 -3.27 -3.83  0.03
C26 1.41 -1.50 -2.68  0.00
C27 1.64 -2.29 -1.42  0.02
H28 2.46 -1.90 -0.81  0.00
H29 1.87 -3.33 -1.68  0.01
H30 0.73 -2.31 -0.80  0.00
C28 1.32 2.12 -3.94  0.05
H31 2.35 2.51 -4.01  0.01
H32 0.83 2.57 -3.06  0.00
H33 0.78 2.46 -4.84  0.03
C29 -0.18 -3.13 3.45  0.03
C30 0.42 -1.84 2.99  0.02
O1 0.41 -1.92 1.56  0.04
H34 0.31 -3.95 2.92  0.00
H35 -1.25 -3.15 3.19  0.00
H36 -0.07 -3.30 4.52  0.02
H37 -0.19 -0.98 3.29  0.00
H38 1.44 -1.69 3.36  0.02
H39 1.15 -1.37 1.23  0.00